(1)
{"formula": "C21H29BF3N6O2P", "method": "ωB97M-V with the def2-TZVPD basis set", "elements": ["N", "P", "O", "O", "B", "C", "F", "F", "F", "H", "H", "H", "H", "N", "C", "C", "C", "C", "H", "H", "H", "H", "H", "N", "C", "C", "C", "C", "H", "H", "H", "H", "H", "N", "C", "C", "C", "C", "H", "H", "H", "H", "H", "N", "C", "C", "C", "C", "H", "H", "H", "H", "H", "N", "C", "C", "C", "C", "H", "H", "H", "H", "H"], "positions_angstrom": [[-1.239, -0.646, 3.789], [-0.970, -1.324, 2.377], [-0.924, -3.001, 2.576], [-2.244, -0.963, 1.328], [0.642, -0.586, 1.659], [1.396, -1.300, 0.387], [1.868, -0.362, -0.548], [0.569, -2.232, -0.222], [2.505, -1.974, 0.942], [-0.449, -0.003, 3.962], [-0.998, -3.425, 1.691], [-2.364, 0.011, 1.348], [1.096, 0.405, 2.135], [-0.308, 0.337, -2.047], [-0.499, 1.383, -2.911], [-1.795, 1.328, -3.362], [-2.410, 0.210, -2.746], [-1.470, -0.380, -1.937], [0.557, 0.127, -1.565], [0.301, 2.074, -3.129], [-2.251, 2.016, -4.058], [-3.428, -0.124, -2.877], [-1.528, -1.245, -1.297], [4.324, -1.279, 2.963], [5.646, -1.102, 2.653], [6.364, -1.147, 3.822], [5.442, -1.365, 4.876], [4.192, -1.444, 4.315], [3.567, -1.286, 2.298], [5.960, -0.959, 1.631], [7.434, -1.037, 3.909], [5.669, -1.454, 5.927], [3.222, -1.603, 4.761], [4.259, -0.076, -4.204], [5.582, 0.098, -4.510], [6.295, 0.057, -3.338], [5.368, -0.154, -2.286], [4.120, -0.235, -2.852], [3.506, -0.085, -4.870], [5.900, 0.236, -5.531], [7.365, 0.166, -3.247], [5.591, -0.239, -1.234], [3.150, -0.390, -2.411], [-5.333, -1.429, 0.075], [-5.523, -0.394, -0.800], [-6.823, -0.445, -1.240], [-7.441, -1.549, -0.602], [-6.499, -2.135, 0.205], [-4.470, -1.638, 0.550], [-4.720, 0.287, -1.034], [-7.278, 0.237, -1.942], [-8.463, -1.878, -0.720], [-6.556, -2.992, 0.858], [-1.710, 3.074, 0.052], [-1.656, 3.496, 1.355], [-2.909, 3.929, 1.712], [-3.752, 3.758, 0.585], [-2.985, 3.226, -0.422], [-0.934, 2.709, -0.475], [-0.733, 3.453, 1.913], [-3.189, 4.325, 2.676], [-4.802, 3.996, 0.518], [-3.235, 2.944, -1.433]], "gap_ev": 5.54, "smiles": "N=P(O)(O)BC(F)(F)F.c1cc[nH]c1.c1cc[nH]c1.c1cc[nH]c1.c1cc[nH]c1.c1cc[nH]c1", "e_tot_ev": -53399.0458, "total_charge": 0}

(2)
{"formula": "C21H29BrClN3O11PS3", "method": "ωB97M-V with the def2-TZVPD basis set", "elements": ["C", "S", "O", "O", "N", "C", "N", "C", "C", "C", "O", "C", "S", "O", "O", "N", "P", "O", "O", "S", "C", "C", "C", "C", "C", "C", "C", "C", "C", "C", "C", "O", "Br", "C", "Cl", "H", "H", "H", "H", "H", "H", "H", "H", "H", "H", "H", "H", "H", "H", "H", "H", "H", "H", "H", "H", "H", "H", "H", "H", "H", "C", "C", "O", "C", "O", "O", "H", "H", "H", "H"], "positions_angstrom": [[4.499, -2.039, -1.647], [2.948, -1.815, -0.662], [2.319, -3.136, -0.631], [3.325, -1.460, 0.701], [2.033, -0.632, -1.494], [1.421, 0.447, -0.760], [2.001, 1.401, -0.106], [1.138, 2.369, 0.599], [0.896, 3.650, -0.436], [2.103, 4.789, -0.362], [1.818, 3.734, -1.538], [3.454, 1.606, -0.001], [4.389, 1.573, -1.585], [5.199, 2.792, -1.613], [3.544, 1.541, -2.775], [-0.014, 0.277, -0.905], [-0.735, -0.595, 0.421], [-2.007, 0.336, 0.936], [-1.171, -2.139, 0.084], [0.489, -0.675, 1.943], [-0.238, -0.159, -2.292], [-1.597, -0.835, -2.721], [-2.909, -0.146, -2.157], [-3.849, -1.082, -1.343], [-3.963, -2.525, -1.504], [-4.843, -3.321, -0.661], [-5.638, -2.670, 0.373], [-5.600, -1.212, 0.552], [-4.707, -0.466, -0.312], [0.036, 0.893, -3.463], [-0.922, 2.125, -3.415], [-1.169, 2.792, -2.464], [-1.868, 2.603, -5.101], [0.987, -1.196, -2.390], [1.606, -1.666, -4.014], [5.390, -2.181, -0.993], [4.354, -2.989, -2.235], [4.596, -1.225, -2.409], [0.132, 1.994, 0.881], [1.668, 2.810, 1.483], [-0.180, 4.027, -0.575], [2.561, 5.396, -1.185], [1.248, 5.565, -0.233], [3.967, 0.934, 0.741], [3.595, 2.650, 0.405], [5.302, 0.532, -1.497], [-1.818, 0.558, 1.874], [-0.360, -2.683, -0.016], [-1.689, -0.832, -3.842], [-1.588, -1.929, -2.443], [-2.650, 0.769, -1.561], [-3.508, 0.229, -3.037], [-3.362, -3.041, -2.295], [-4.906, -4.427, -0.806], [-6.298, -3.250, 1.057], [-6.192, -0.678, 1.332], [-4.620, 0.647, -0.200], [-0.097, 0.430, -4.477], [1.090, 1.286, -3.424], [0.486, -2.143, -2.050], [0.801, -0.304, 6.933], [0.217, -1.687, 6.849], [-1.157, -1.433, 6.572], [-1.236, -0.206, 5.996], [-2.219, 0.239, 5.491], [-0.046, 0.450, 6.068], [1.836, -0.265, 6.594], [0.742, 0.116, 7.940], [0.641, -2.272, 6.028], [0.330, -2.246, 7.777]], "gap_ev": 6.30, "e_tot_ev": -173584.3609, "total_charge": 1}

(3)
{"formula": "C21H29BrNO7RuS", "method": "ωB97M-V with the def2-TZVPD basis set", "elements": ["Ru", "C", "C", "O", "C", "C", "O", "C", "C", "O", "C", "C", "O", "H", "H", "H", "H", "H", "H", "H", "H", "H", "H", "H", "H", "H", "H", "H", "H", "C", "C", "C", "C", "C", "Br", "N", "C", "H", "H", "H", "H", "H", "H", "C", "C", "C", "C", "C", "C", "C", "S", "O", "O", "O", "H", "H", "H", "H", "H", "H", "H"], "positions_angstrom": [[-0.577, -0.010, 0.473], [-2.982, -2.335, 0.397], [-1.772, -2.711, -0.460], [-1.501, -1.580, -1.276], [-0.489, -1.761, -2.253], [-0.269, -0.403, -2.930], [-0.154, 0.618, -1.937], [-0.911, 1.800, -2.163], [-2.406, 1.622, -1.865], [-2.546, 1.159, -0.533], [-3.807, 0.564, -0.249], [-3.705, -0.138, 1.108], [-2.695, -1.141, 1.132], [-3.202, -3.141, 1.107], [-3.847, -2.183, -0.253], [-2.008, -3.584, -1.080], [-0.896, -2.931, 0.172], [-0.805, -2.504, -2.996], [0.438, -2.106, -1.775], [-1.103, -0.180, -3.601], [0.667, -0.432, -3.503], [-0.786, 2.157, -3.193], [-0.501, 2.537, -1.464], [-2.869, 0.906, -2.558], [-2.905, 2.596, -1.973], [-4.063, -0.151, -1.044], [-4.591, 1.334, -0.199], [-4.677, -0.565, 1.384], [-3.416, 0.599, 1.867], [0.672, -2.106, 5.795], [0.283, -0.947, 4.952], [0.387, 0.372, 5.397], [0.026, 1.425, 4.570], [-0.448, 1.098, 3.316], [-0.921, 2.410, 2.018], [-0.580, -0.144, 2.879], [-0.216, -1.144, 3.661], [0.565, -1.863, 6.849], [1.720, -2.354, 5.615], [0.080, -2.987, 5.556], [0.774, 0.574, 6.384], [0.110, 2.455, 4.874], [-0.315, -2.142, 3.252], [3.870, 2.233, -4.520], [3.554, 1.617, -3.212], [4.088, 0.368, -2.862], [3.710, -0.264, -1.693], [2.835, 0.385, -0.841], [2.334, 1.645, -1.131], [2.700, 2.263, -2.310], [2.254, -0.414, 0.656], [1.496, 0.636, 1.373], [3.309, -1.028, 1.382], [1.220, -1.380, 0.151], [3.947, 1.481, -5.302], [4.846, 2.724, -4.467], [3.139, 2.989, -4.792], [4.799, -0.101, -3.523], [4.105, -1.226, -1.413], [1.705, 2.142, -0.405], [2.329, 3.250, -2.543]], "gap_ev": [7.92, 3.78], "spin_multiplicity": 2, "e_tot_ev": -121510.0110, "e_above_lowest_kj_mol": 199.89, "total_charge": 2}

(4)
{"formula": "C21H29F4N3SiV", "method": "ωB97M-V with the def2-TZVPD basis set", "elements": ["V", "C", "C", "N", "C", "C", "C", "C", "N", "C", "C", "F", "C", "F", "C", "C", "F", "C", "F", "H", "H", "H", "H", "H", "H", "H", "H", "H", "H", "H", "H", "H", "H", "H", "C", "Si", "C", "C", "N", "C", "C", "C", "C", "C", "C", "H", "H", "H", "H", "H", "H", "H", "H", "H", "H", "H", "H", "H", "H"], "positions_angstrom": [[-0.232, -0.185, 0.002], [-1.670, 0.974, -3.030], [-2.374, -0.039, -2.136], [-2.183, 0.055, -0.651], [-3.262, -0.777, -0.031], [-3.313, -2.236, -0.465], [-2.357, 1.434, -0.118], [-1.135, 2.347, -0.330], [0.091, 1.555, -0.397], [1.271, 2.160, -0.782], [2.396, 1.334, -0.871], [2.210, 0.035, -0.495], [3.637, 1.766, -1.278], [4.639, 0.893, -1.342], [3.835, 3.092, -1.605], [2.758, 3.947, -1.486], [2.912, 5.239, -1.756], [1.505, 3.509, -1.088], [0.535, 4.428, -0.978], [-1.764, 0.623, -4.057], [-0.608, 1.064, -2.811], [-2.138, 1.955, -2.982], [-2.050, -1.039, -2.420], [-3.450, 0.037, -2.328], [-4.220, -0.303, -0.270], [-3.138, -0.718, 1.049], [-3.732, -2.353, -1.462], [-3.961, -2.773, 0.228], [-2.330, -2.699, -0.441], [-2.553, 1.339, 0.952], [-3.239, 1.902, -0.566], [-1.079, 3.052, 0.501], [-1.264, 2.937, -1.233], [4.798, 3.457, -1.932], [1.913, -1.692, 2.039], [0.301, -2.485, 1.462], [-1.096, -1.715, 2.491], [0.330, -4.327, 1.816], [0.037, -1.923, -0.218], [0.260, -2.637, -1.403], [0.140, -4.021, -1.534], [0.264, -4.630, -2.774], [0.508, -3.881, -3.913], [0.662, -2.506, -3.798], [0.558, -1.897, -2.561], [2.083, -1.915, 3.095], [1.905, -0.602, 1.937], [2.766, -2.074, 1.475], [-0.879, -1.902, 3.545], [-2.061, -2.169, 2.269], [-1.182, -0.624, 2.387], [0.404, -4.456, 2.898], [1.193, -4.817, 1.365], [-0.574, -4.843, 1.489], [-0.086, -4.631, -0.670], [0.167, -5.705, -2.845], [0.586, -4.359, -4.880], [0.873, -1.903, -4.672], [0.734, -0.831, -2.459]], "gap_ev": [7.68, 8.22], "spin_multiplicity": 3, "e_tot_ev": -71147.8469, "total_charge": 1}

- Number 3 is which compound?
  C21H29BrNO7RuS